Entry 1:
Density functional theory data (wB97M-V/def2-TZVPD) for 2 unconnected molecules or ions with the total composition C7H12N2S at a distorted geometry.

Values from the calculation:
HOMO-LUMO gap   9.6 eV
Calculated total energy   -781.4453 a.u.
2S+1   1
SMILES   [H]/N=C\S/C=N/[H].CCC1=CC1
HOMO   -8.86 eV
ΔE to the lowest compared entry with this formula, charge and spin   5.003 eV
Strongest force on any atom   0.0801 Eh/bohr

Atoms and positions in Å:
1 H 1.72 1.00 -1.23
2 N 1.85 0.11 -1.67
3 C 1.93 -0.99 -1.10
4 S 2.05 -1.44 0.68
5 C 2.43 0.16 1.36
6 N 2.78 0.33 2.53
7 H 2.94 1.34 2.77
8 H 1.95 -1.89 -1.72
9 H 2.35 0.84 0.58
10 C -1.53 -0.01 -1.90
11 C -1.13 -0.91 -0.66
12 C -1.39 -0.14 0.52
13 C -1.36 0.03 1.84
14 C -2.09 1.07 0.99
15 H -0.63 0.59 -1.83
16 H -2.39 0.66 -1.66
17 H -1.63 -0.52 -2.92
18 H -0.16 -1.25 -0.86
19 H -1.79 -1.78 -0.61
20 H -1.07 -0.40 2.83
21 H -3.17 1.09 1.06
22 H -1.68 2.12 1.02

Entry 2:
Density functional theory data (wB97M-V/def2-TZVPD) for a gas-phase ion, C7H12N3O2 (charge +1) at a distorted geometry.

Values from the calculation:
HOMO-LUMO gap   9.1 eV
Calculated total energy   -588.2696 a.u.
2S+1   1
SMILES   CNc1c([N+](C)(C)N)c(=O)c1=O
HOMO   -13.20 eV
ΔE to the lowest compared entry with this formula, charge and spin   4.315 eV
Strongest force on any atom   0.0930 Eh/bohr
Charge   +1

Atoms and positions in Å:
1 C -0.35 0.93 -3.27
2 N -0.01 0.84 -1.84
3 C -0.28 -0.28 -1.19
4 C -0.24 -0.67 0.26
5 N 0.37 -0.07 1.45
6 C -0.78 0.57 2.12
7 C 1.39 0.96 1.11
8 N 1.09 -1.00 2.21
9 C -0.76 -1.97 0.02
10 O -1.13 -2.91 0.72
11 C -0.97 -1.59 -1.45
12 O -1.33 -2.12 -2.44
13 H -1.41 1.22 -3.41
14 H 0.20 1.90 -3.60
15 H 0.07 0.03 -3.66
16 H 0.57 1.54 -1.42
17 H -0.37 0.69 3.15
18 H -1.05 1.62 1.76
19 H -1.66 -0.24 2.05
20 H 1.74 1.52 2.03
21 H 2.10 0.40 0.35
22 H 0.87 1.70 0.59
23 H 0.50 -1.38 2.95
24 H 1.42 -1.70 1.48

Entry 3:
Density functional theory data (wB97M-V/def2-TZVPD) for a gas-phase ion, C7H12N3O2 (charge +1) at a distorted geometry.

Values from the calculation:
HOMO-LUMO gap   9.2 eV
Calculated total energy   -588.3420 a.u.
2S+1   1
SMILES   COC1=[NH+]C2=[N+](CCC2)[C@@H]([O-])N1
HOMO   -13.53 eV
ΔE to the lowest compared entry with this formula, charge and spin   2.345 eV
Strongest force on any atom   0.1029 Eh/bohr
Charge   +1

Atoms and positions in Å:
1 C 2.33 -1.80 2.00
2 O 1.71 -0.62 2.34
3 C 0.91 -0.06 1.48
4 N 0.97 -0.38 0.18
5 C 0.09 0.25 -0.65
6 N -1.17 0.32 -0.35
7 C -1.86 1.03 -1.33
8 C -1.18 0.53 -2.58
9 C 0.33 0.54 -2.08
10 C -1.55 0.16 1.19
11 O -1.69 -0.97 1.65
12 N -0.04 0.80 1.70
13 H 2.94 -1.75 1.23
14 H 1.47 -2.49 1.69
15 H 2.83 -2.04 2.96
16 H 1.88 -0.64 -0.30
17 H -1.63 2.08 -1.25
18 H -2.90 0.82 -1.11
19 H -1.51 1.06 -3.47
20 H -1.50 -0.45 -2.66
21 H 0.82 -0.19 -2.59
22 H 0.90 1.47 -2.05
23 H -2.14 1.10 1.41
24 H -0.01 1.24 2.59

Entry 4:
Density functional theory data (wB97M-V/def2-TZVPD) for 2 unconnected molecules or ions with the total composition C7H12N3O3 at a distorted geometry.

Values from the calculation:
HOMO-LUMO gap   9.1 eV
Calculated total energy   -663.4698 a.u.
2S+1   1
HOMO   -13.06 eV
ΔE to the lowest compared entry with this formula, charge and spin   6.410 eV
Strongest force on any atom   0.0986 Eh/bohr
Charge   +1

Atoms and positions in Å:
1 C -0.20 -0.86 0.75
2 C 0.42 -1.17 1.99
3 C -0.50 4.03 -0.25
4 C 0.59 4.68 -0.46
5 C 0.31 -1.19 -2.40
6 C -0.94 -1.70 -0.15
7 C 0.07 -2.23 -1.23
8 N 0.30 1.06 1.75
9 N -0.27 0.46 0.79
10 N 0.78 -2.24 2.67
11 O 0.69 0.08 2.56
12 O 1.71 4.99 -0.55
13 O -0.94 1.03 -0.24
14 H -0.63 1.96 -0.34
15 H -1.45 4.18 -0.83
16 H 1.14 -0.50 -2.15
17 H 0.59 -1.78 -3.26
18 H -0.51 -0.51 -2.39
19 H -1.51 -2.55 0.21
20 H -1.66 -1.03 -0.63
21 H 1.04 -2.34 -0.83
22 H -0.29 -3.09 -1.54
23 H 0.70 -3.10 2.27
24 H 1.27 -1.97 3.49
25 H -0.70 3.79 0.77

Entry 5:
Density functional theory data (wB97M-V/def2-TZVPD) for 2 unconnected molecules or ions with the total composition C7H12N4O3 at a distorted geometry.

Values from the calculation:
HOMO-LUMO gap   8.5 eV
Calculated total energy   -718.5376 a.u.
2S+1   1
SMILES   C=C1NN=NN1C.C=COC(=O)OC
HOMO   -7.68 eV
ΔE to the lowest compared entry with this formula, charge and spin   4.547 eV
Strongest force on any atom   0.0568 Eh/bohr

Atoms and positions in Å:
1 C -2.79 -1.33 -0.04
2 C -2.28 -0.17 -0.50
3 N -1.30 0.05 -1.45
4 N -1.01 1.40 -1.49
5 N -1.67 2.01 -0.66
6 N -2.58 1.09 -0.04
7 C -3.21 1.34 1.21
8 H -3.45 -1.39 0.83
9 H -2.61 -2.17 -0.65
10 H -0.80 -0.61 -2.02
11 H -3.77 2.25 1.20
12 H -3.86 0.58 1.47
13 H -2.54 1.49 2.07
14 C -0.16 -0.89 1.59
15 C 0.82 -0.20 1.01
16 O 1.84 -0.72 0.27
17 C 2.90 -0.05 -0.09
18 O 3.27 1.04 0.18
19 O 3.60 -0.85 -0.91
20 C 4.75 -0.43 -1.57
21 H -0.83 -0.43 2.30
22 H -0.30 -2.01 1.56
23 H 0.64 0.90 1.10
24 H 4.67 0.52 -2.11
25 H 5.18 -1.15 -2.42
26 H 5.50 -0.29 -0.81

Entry 6:
Density functional theory data (wB97M-V/def2-TZVPD) for 2 unconnected molecules or ions with the total composition C7H12N4OS at a distorted geometry.

Values from the calculation:
HOMO-LUMO gap   7.7 eV
Calculated total energy   -966.2599 a.u.
2S+1   1
HOMO   -8.24 eV
ΔE to the lowest compared entry with this formula, charge and spin   2.445 eV
Strongest force on any atom   0.0905 Eh/bohr

Atoms and positions in Å:
1 C 3.54 -0.79 0.78
2 C 3.45 0.58 0.79
3 C 2.60 -1.57 0.08
4 C 2.39 1.21 0.15
5 C 1.59 -0.91 -0.64
6 C 1.47 0.47 -0.59
7 C -2.91 1.95 0.11
8 N -3.24 -2.17 0.35
9 N 0.37 1.12 -1.29
10 N -2.54 0.64 0.53
11 N -2.14 -0.02 -0.49
12 O -1.39 -2.30 -1.28
13 S -1.60 -1.68 -0.02
14 H 4.41 -1.08 1.33
15 H 4.00 1.05 1.61
16 H 2.65 -2.62 -0.19
17 H 2.40 2.28 0.07
18 H 0.90 -1.53 -1.22
19 H -2.04 2.46 0.52
20 H -3.11 2.08 -0.97
21 H -3.83 2.34 0.53
22 H -3.57 -1.33 0.81
23 H 0.33 2.06 -0.96
24 H -3.31 -2.86 1.11
25 H -0.42 0.63 -1.12

Entry 7:
Density functional theory data (wB97M-V/def2-TZVPD) for a gas-phase ion, C7H12NO2 (charge -1) at a distorted geometry.

Values from the calculation:
HOMO-LUMO gap   7.2 eV
Calculated total energy   -479.1542 a.u.
2S+1   1
SMILES   C/C(=N\CC(=O)[O-])C(C)C
HOMO   -3.71 eV
ΔE to the lowest compared entry with this formula, charge and spin   0.000 eV
Strongest force on any atom   0.1100 Eh/bohr
Charge   -1

Atoms and positions in Å:
1 C 1.79 -0.36 -0.21
2 C 0.32 -0.07 -0.02
3 N -0.27 0.75 0.73
4 C 0.37 1.56 1.57
5 C 0.51 0.92 3.13
6 O 0.18 -0.23 3.21
7 O 0.85 1.76 3.95
8 C -0.66 -0.91 -0.93
9 C -0.24 -0.80 -2.42
10 C -2.05 -0.45 -0.71
11 H 1.85 -1.19 -0.90
12 H 2.14 -0.47 0.81
13 H 2.24 0.42 -0.67
14 H -0.31 2.48 1.81
15 H 1.37 1.93 1.42
16 H -0.61 -2.07 -0.78
17 H 0.44 -1.60 -2.59
18 H 0.22 0.11 -2.32
19 H -1.09 -0.81 -3.07
20 H -2.19 0.56 -1.19
21 H -2.09 -0.37 0.39
22 H -2.76 -1.17 -1.22

Entry 8:
Density functional theory data (wB97M-V/def2-TZVPD) for a single C7H12NO2PS molecule at a distorted geometry.

Values from the calculation:
HOMO-LUMO gap (alpha / beta)   7.5 / 7.5 eV
Calculated total energy   -1218.6176 a.u.
2S+1   1
HOMO (alpha / beta)   -8.11 / -8.11 eV
ΔE to the lowest compared entry with this formula, charge and spin   2.696 eV
Strongest force on any atom   0.0934 Eh/bohr

Atoms and positions in Å:
1 C -3.73 0.20 0.33
2 C -3.35 -1.14 0.24
3 C -2.97 1.28 -0.01
4 C 2.23 2.25 0.09
5 C 1.55 -2.66 -0.08
6 C 0.74 1.84 -0.18
7 C 1.59 -1.20 -0.50
8 N -1.06 -0.26 -0.24
9 O -2.40 2.29 -0.09
10 O 0.50 -0.18 1.79
11 P 0.47 0.07 0.31
12 S -1.78 -1.68 -0.07
13 H -4.66 0.32 0.68
14 H -4.24 -1.75 0.26
15 H 3.04 1.87 -0.54
16 H 2.42 3.26 -0.01
17 H 2.40 1.84 1.01
18 H 2.29 -2.83 0.59
19 H 0.60 -2.89 0.26
20 H 1.78 -3.15 -1.02
21 H 0.54 1.98 -1.16
22 H -0.04 2.22 0.45
23 H 1.44 -0.97 -1.61
24 H 2.63 -0.69 -0.49

Entry 9:
Density functional theory data (wB97M-V/def2-TZVPD) for a gas-phase ion, C7H12NO2S (charge +1) at a distorted geometry.

Values from the calculation:
HOMO-LUMO gap (alpha / beta)   6.7 / 7.7 eV
Calculated total energy   -876.8590 a.u.
2S+1   3
Expectation value of S²   2.006
HOMO (alpha / beta)   -11.18 / -14.06 eV
ΔE to the lowest compared entry with this formula, charge and spin   0.000 eV
Strongest force on any atom   0.0755 Eh/bohr
Charge   +1

Atoms and positions in Å:
1 C 1.38 0.15 -0.12
2 C -0.58 0.74 -1.82
3 C -0.06 -0.17 -0.58
4 C 2.36 -1.00 0.11
5 C -0.47 2.02 2.30
6 C -1.42 -2.05 -1.31
7 C -0.95 0.35 0.58
8 N -0.16 1.05 1.29
9 O 1.15 1.02 0.97
10 O -0.23 -1.53 -0.92
11 S -2.15 1.17 -2.05
12 H 1.81 0.79 -0.82
13 H 0.19 1.12 -2.56
14 H 3.43 -0.62 0.33
15 H 2.19 -1.56 1.08
16 H 2.35 -1.88 -0.63
17 H -1.54 1.99 2.56
18 H -0.19 3.00 2.02
19 H 0.06 2.07 3.27
20 H -1.97 -1.36 -2.10
21 H -2.17 -2.27 -0.55
22 H -1.09 -2.99 -1.81
23 H -1.96 -0.04 0.75

Entry 10:
Density functional theory data (wB97M-V/def2-TZVPD) for 2 unconnected molecules or ions with the total composition C7H12NO5S at a distorted geometry.

Values from the calculation:
HOMO-LUMO gap   8.6 eV
Calculated total energy   -1103.0099 a.u.
2S+1   1
HOMO   -5.24 eV
ΔE to the lowest compared entry with this formula, charge and spin   2.132 eV
Strongest force on any atom   0.0922 Eh/bohr
Charge   -1

Atoms and positions in Å:
1 C -0.46 1.47 1.97
2 C -0.57 0.17 1.75
3 C -1.47 -1.79 0.24
4 C 1.92 -1.12 0.16
5 C 1.58 1.17 -0.42
6 C 0.49 -0.53 -1.68
7 C -1.26 -0.42 0.58
8 N 0.99 -0.17 -0.36
9 O -1.05 -2.83 -0.16
10 O -2.55 -0.33 -1.74
11 O -2.35 -1.41 1.08
12 O -3.29 1.19 0.23
13 O -1.31 1.67 -1.15
14 S -2.24 0.68 -0.64
15 H -0.11 1.98 2.90
16 H -0.84 2.28 1.28
17 H -0.09 -0.50 2.45
18 H 1.35 -1.97 0.44
19 H 2.76 -1.63 -0.36
20 H 2.35 -0.56 0.95
21 H 0.79 1.92 -0.69
22 H 2.06 1.56 0.39
23 H 2.22 1.25 -1.32
24 H -0.21 0.11 -1.97
25 H 1.30 -0.67 -2.35
26 H -0.01 -1.54 -1.58

Entry 11:
Density functional theory data (wB97M-V/def2-TZVPD) for 2 unconnected molecules or ions with the total composition C7H12O at a distorted geometry.

Values from the calculation:
HOMO-LUMO gap   9.8 eV
Calculated total energy   -349.0594 a.u.
2S+1   1
SMILES   C=CC(=C)/C=C/C.O
HOMO   -8.91 eV
ΔE to the lowest compared entry with this formula, charge and spin   2.429 eV
Strongest force on any atom   0.0433 Eh/bohr

Atoms and positions in Å:
1 C -1.90 -0.30 2.50
2 C -1.78 -0.29 1.19
3 C -0.60 0.45 0.58
4 C -0.45 1.77 0.80
5 C 0.59 -0.39 0.11
6 C 0.46 -1.47 -0.66
7 C 1.46 -2.46 -1.13
8 H -2.76 -0.70 3.03
9 H -1.13 0.30 3.03
10 H -2.42 -0.61 0.39
11 H -1.20 2.17 1.49
12 H 0.45 2.35 0.65
13 H 1.50 0.15 0.27
14 H -0.56 -1.75 -0.92
15 H 0.95 -3.46 -1.08
16 H 1.61 -2.31 -2.20
17 H 2.48 -2.50 -0.79
18 O 1.12 3.16 -2.76
19 H 1.79 2.61 -2.36
20 H 0.40 3.25 -2.13

Entry 12:
Density functional theory data (wB97M-V/def2-TZVPD) for a single C7H12O molecule at a distorted geometry.

Values from the calculation:
HOMO-LUMO gap   10.4 eV
Calculated total energy   -349.1043 a.u.
2S+1   1
SMILES   C=C(CC)CCC=O
HOMO   -9.39 eV
ΔE to the lowest compared entry with this formula, charge and spin   1.208 eV
Strongest force on any atom   0.0424 Eh/bohr

Atoms and positions in Å:
1 C 1.59 -0.22 0.84
2 C 0.37 -0.41 0.34
3 C -0.05 -1.62 -0.38
4 C -1.36 -2.22 0.12
5 C -0.63 0.75 0.42
6 C -0.36 1.83 -0.68
7 C 1.01 2.41 -0.56
8 O 1.98 2.21 -1.24
9 H 1.89 0.71 1.33
10 H 2.38 -0.92 1.08
11 H -0.13 -1.35 -1.45
12 H 0.75 -2.36 -0.28
13 H -2.28 -2.06 -0.43
14 H -1.43 -2.12 1.20
15 H -1.25 -3.31 0.00
16 H -1.59 0.28 0.32
17 H -0.57 1.32 1.35
18 H -1.04 2.69 -0.69
19 H -0.46 1.36 -1.66
20 H 1.17 3.01 0.38